This record from the OMol25 dataset describes 6 unconnected molecules or ions with the total composition C26H32F5N2O15 in a non-equilibrium geometry. The level of theory is the ωB97M-V functional and the def2-TZVPD basis.

## Properties
Spin multiplicity: 1
HOMO energy, hartree: -0.051
Total charge: -1
Electronic energy, hartree: -2747.3955

Last column: Löwdin charge in e.
Geometry (Å):
C: 8.293 -3.067 -1.504  -0.06
C: 7.282 -2.396 -2.415  -0.29
C: 6.951 -1.068 -2.317  -0.10
C: 6.029 -0.480 -3.127  -0.10
C: 5.402 -1.254 -4.086  -0.07
C: 5.711 -2.583 -4.192  -0.24
C: 5.021 -3.521 -5.203  -0.33
N: 4.322 -4.564 -4.501  -0.17
C: 2.940 -4.241 -4.317  -0.39
C: 2.578 -3.379 -3.058  -0.19
C: 1.292 -2.526 -3.312  -0.29
N: 0.257 -2.751 -2.274  -0.04
C: 6.644 -3.157 -3.369  -0.03
H: 8.382 -2.488 -0.582  0.06
H: 7.914 -4.063 -1.267  0.07
H: 9.247 -3.191 -2.021  0.07
H: 7.451 -0.468 -1.556  0.10
H: 5.760 0.565 -3.027  0.08
H: 4.654 -0.860 -4.766  0.10
H: 5.845 -3.966 -5.792  0.08
H: 4.368 -2.936 -5.887  0.08
H: 2.368 -5.182 -4.211  0.08
H: 2.541 -3.734 -5.229  0.07
H: 3.373 -2.685 -2.781  0.08
H: 2.397 -4.038 -2.204  0.08
H: 0.853 -2.746 -4.286  0.09
H: 1.542 -1.468 -3.282  0.07
H: 0.075 -3.743 -2.210  0.04
H: 0.556 -2.387 -1.381  0.04
H: 6.835 -4.218 -3.473  0.11
C: 1.486 2.836 -1.796  -0.06
C: 1.921 1.402 -1.977  -0.31
O: 3.080 1.533 -2.782  0.13
C: 3.625 2.749 -2.496  -0.55
O: 4.726 3.081 -2.783  0.17
O: 2.738 3.531 -1.825  0.07
F: 0.998 0.674 -2.641  0.08
H: 0.855 3.184 -2.612  0.13
H: 0.969 3.004 -0.855  0.13
H: 2.180 0.889 -1.047  0.18
C: -3.121 4.265 0.436  -0.05
C: -2.400 5.447 -0.159  -0.31
O: -1.440 4.829 -0.999  0.12
C: -1.975 3.631 -1.392  -0.54
O: -1.560 2.975 -2.288  0.18
O: -3.035 3.301 -0.621  0.09
F: -1.754 6.175 0.787  0.07
H: -2.619 3.878 1.321  0.12
H: -4.156 4.481 0.684  0.13
H: -3.030 6.111 -0.755  0.17
C: -0.968 1.655 5.382  -0.05
C: -0.364 1.576 4.002  -0.31
O: -1.282 2.326 3.226  0.13
C: -1.844 3.243 4.059  -0.57
O: -2.453 4.196 3.697  0.17
O: -1.607 2.935 5.355  0.07
F: -0.328 0.305 3.542  0.09
H: -1.717 0.879 5.545  0.14
H: -0.225 1.605 6.174  0.14
H: 0.631 2.019 3.916  0.18
C: -6.370 1.814 4.003  -0.05
C: -5.062 2.517 3.751  -0.29
O: -5.008 2.574 2.336  0.12
C: -6.306 2.613 1.902  -0.54
O: -6.634 2.928 0.808  0.19
O: -7.159 2.251 2.890  0.09
F: -4.006 1.783 4.201  0.08
H: -6.269 0.734 3.975  0.11
H: -6.831 2.101 4.944  0.14
H: -5.000 3.526 4.162  0.17
C: -6.820 -3.827 4.552  -0.05
C: -5.997 -3.007 3.589  -0.31
O: -6.472 -1.692 3.831  0.12
C: -6.891 -1.654 5.129  -0.54
O: -7.100 -0.656 5.735  0.17
O: -7.028 -2.905 5.628  0.08
F: -6.250 -3.341 2.305  0.09
H: -7.783 -4.112 4.126  0.15
H: -6.305 -4.720 4.896  0.14
H: -4.921 -3.043 3.766  0.18